The following is a quantum chemistry calculation of a molecular structure, C26H26N2O4PTl, from the Open Molecules 2025 dataset.

## Properties
- F_max (hartree/bohr) = 0.0040
- electronic energy (eV) = -52540.553
- orbital gap (Ha) = 0.3322
- energy above the lowest of the compared OMol25 structures with the same formula, charge and spin (kcal/mol) = 0.0
- highest occupied orbital energy (eV) = -8.734

Last column: Löwdin charge in e.
Geometry (Å):
1 Tl 1.11426 -0.71392 -2.10758  0.958
2 O -0.08197 -2.00355 -0.21062  -0.506
3 P -0.54206 -3.15363 0.61997  0.785
4 C -0.66123 -4.67602 -0.34292  -0.274
5 C -0.95001 -5.90166 0.25419  -0.079
6 C -1.02350 -7.04938 -0.51525  -0.074
7 C -0.80542 -6.98049 -1.88623  -0.076
8 C -0.51546 -5.76533 -2.48406  -0.069
9 C -0.44312 -4.61289 -1.71341  -0.065
10 C -2.15470 -2.89683 1.38524  -0.270
11 C -2.24995 -1.98299 2.43493  -0.075
12 C -3.48177 -1.68174 2.98829  -0.070
13 C -4.62977 -2.28870 2.49473  -0.074
14 C -4.54392 -3.19123 1.44675  -0.072
15 C -3.30918 -3.49319 0.89042  -0.066
16 C 0.60229 -3.48649 1.97515  -0.269
17 C 0.21725 -4.14741 3.13928  -0.087
18 C 1.14901 -4.41279 4.12974  -0.075
19 C 2.46823 -4.01381 3.96494  -0.076
20 C 2.85497 -3.34695 2.81201  -0.069
21 C 1.92468 -3.08314 1.81897  -0.059
22 H -1.11666 -5.96465 1.32272  0.106
23 H -1.24768 -7.99836 -0.04704  0.106
24 H -0.86095 -7.87947 -2.48596  0.105
25 H -0.34417 -5.70981 -3.55069  0.108
26 H -0.21824 -3.65835 -2.17130  0.070
27 H -1.35678 -1.50357 2.81781  0.117
28 H -3.54790 -0.97108 3.80111  0.107
29 H -5.59339 -2.05238 2.92669  0.106
30 H -5.43747 -3.65954 1.05625  0.106
31 H -3.24908 -4.19580 0.06876  0.107
32 H -0.81565 -4.44134 3.28350  0.106
33 H 0.84258 -4.92234 5.03350  0.106
34 H 3.19360 -4.21568 4.74208  0.105
35 H 3.88013 -3.02549 2.68691  0.108
36 H 2.21770 -2.54916 0.92379  0.106
37 C 2.72074 3.69010 -3.09856  -0.068
38 C 3.03306 3.83714 -1.61719  -0.171
39 C 1.87245 3.41191 -0.69783  -0.315
40 C 2.28965 3.57178 0.77654  -0.172
41 C 1.21207 3.14407 1.76131  -0.071
42 C 0.69356 4.33359 -0.96289  -0.435
43 O 0.76796 5.53581 -0.81983  0.094
44 N -0.46653 3.73746 -1.37164  0.211
45 C -0.66747 2.37642 -1.64752  -0.543
46 O -1.74565 2.01801 -2.07313  0.060
47 N 0.36679 1.52274 -1.40402  0.042
48 C 1.55525 1.94688 -0.95934  -0.540
49 O 2.45684 1.10743 -0.77448  -0.115
50 H 3.56073 4.02466 -3.70730  0.076
51 H 1.85189 4.28492 -3.38732  0.082
52 H 2.51894 2.64980 -3.36364  0.075
53 H 3.26596 4.87685 -1.38101  0.122
54 H 3.89592 3.22598 -1.34890  0.120
55 H 2.54722 4.62160 0.92754  0.122
56 H 3.19236 2.97624 0.91959  0.120
57 H 0.29833 3.72807 1.63393  0.080
58 H 1.54896 3.28657 2.78826  0.075
59 H 0.95684 2.08916 1.64116  0.078
60 H -1.25429 4.34019 -1.56602  0.163

The following is a quantum chemistry calculation of a molecular structure, C26H27As2BrCl5NO3PdS, from the Open Molecules 2025 dataset.

## Properties
- F_max (hartree/bohr) = 0.0070
- electronic energy (eV) = -303680.666
- orbital gap (Ha) = 0.1682
- energy above the lowest of the compared OMol25 structures with the same formula, charge and spin (kcal/mol) = 0.0
- highest occupied orbital energy (eV) = -0.662
- charge = -2

Last column: Löwdin charge in e.
Geometry (Å):
1 Pd -0.20592 0.12985 -0.70189  0.073
2 C -1.50261 0.17306 2.73364  -0.315
3 As 0.14668 0.25494 1.64727  1.066
4 C 1.15033 1.52211 2.75079  -0.308
5 C 0.93057 -1.43429 2.27045  -0.407
6 C 1.98537 -1.45834 3.17865  -0.121
7 C 2.61154 -2.65102 3.51368  -0.100
8 C 2.18452 -3.83956 2.94143  -0.110
9 C 1.13507 -3.82035 2.03248  -0.128
10 C 0.50214 -2.63065 1.68643  -0.422
11 As -0.87821 -2.56850 0.28857  1.080
12 C -1.71816 -4.35091 0.67943  -0.347
13 C 0.25793 -3.20440 -1.17472  -0.319
14 H -1.29467 -0.20407 3.73642  0.015
15 H -2.21119 -0.47932 2.22516  -0.007
16 H -1.93334 1.17464 2.80432  -0.003
17 H 1.11518 1.26012 3.80958  0.017
18 H 0.70877 2.51094 2.61271  0.005
19 H 2.17296 1.51457 2.36990  0.001
20 H 2.36963 -0.53633 3.59288  0.082
21 H 3.45526 -2.64387 4.19465  0.097
22 H 2.68406 -4.77329 3.17619  0.092
23 H 0.82883 -4.75169 1.57053  0.076
24 H -1.00373 -5.17636 0.64972  -0.008
25 H -2.48301 -4.52776 -0.07882  -0.001
26 H -2.19874 -4.32342 1.65867  0.002
27 H 0.72497 -4.15734 -0.91558  0.013
28 H 1.01772 -2.44231 -1.34648  -0.003
29 H -0.36113 -3.31545 -2.06624  0.009
30 O -3.32533 2.63296 -1.73679  -0.552
31 S -2.33649 2.37502 -0.64947  0.821
32 C -2.70410 3.66380 0.59692  -0.342
33 C -2.44615 4.96281 -0.15028  -0.265
34 C -1.04543 4.79449 -0.75170  -0.226
35 C -0.85408 3.31233 -1.12571  -0.344
36 H -2.00645 3.52538 1.42965  0.080
37 H -3.72458 3.51423 0.94797  0.082
38 H -2.52270 5.84534 0.48986  0.098
39 H -3.18650 5.04769 -0.94756  0.096
40 H -0.29706 5.06879 -0.00356  0.101
41 H -0.89463 5.44743 -1.61199  0.101
42 H -0.00104 2.83560 -0.63988  0.045
43 H -0.75916 3.11485 -2.19281  0.079
44 Cl 1.91733 1.22860 -3.13184  0.611
45 C 0.40171 0.59862 -3.73734  -0.722
46 C -0.50201 0.05162 -2.82400  -0.284
47 C -1.68071 -0.42640 -3.40374  -0.711
48 Cl -2.89307 -1.13828 -2.36662  0.584
49 C -1.96180 -0.37439 -4.76683  -0.720
50 Cl -3.44573 -0.98682 -5.41612  0.610
51 C -1.02359 0.18931 -5.62795  -0.725
52 Cl -1.34206 0.27558 -7.32873  0.603
53 C 0.17040 0.68135 -5.10720  -0.721
54 Cl 1.33162 1.38331 -6.18884  0.604
55 Br 5.78631 -5.76504 0.61158  0.653
56 C 5.90864 -3.87665 0.87206  -0.666
57 C 7.10762 -3.34095 1.30862  -0.238
58 N 7.26021 -2.03812 1.53049  0.046
59 C 6.19597 -1.25424 1.33060  -0.093
60 C 4.96257 -1.70722 0.88094  -0.101
61 C 4.81809 -3.06458 0.63393  -0.062
62 C 3.75640 -0.76636 0.70110  -0.677
63 O 2.83842 -1.21637 -0.00139  -0.041
64 O 3.84603 0.31855 1.32277  -0.057
65 H 7.96509 -3.98173 1.48435  0.083
66 H 6.30747 -0.19804 1.54293  0.108
67 H 3.86436 -3.43076 0.27569  0.112

The following is a quantum chemistry calculation of a molecular structure, C26H27Br2N6O2Re in a non-equilibrium geometry, from the Open Molecules 2025 dataset.

## Properties
- F_max (hartree/bohr) = 0.1884
- electronic energy (eV) = -182614.056
- orbital gap (alpha / beta) (Ha) = 0.2304 / 0.2471
- highest occupied orbital energy (alpha / beta) (eV) = -15.633 / -17.458
- charge = +3
- multiplicity = 4

Last column: Löwdin charge in e.
Geometry (Å):
1 Re -0.15472 -0.76641 0.17035  1.642
2 O -0.75442 7.15499 -0.86795  0.157
3 C -0.29262 6.16599 -0.06835  -0.430
4 O 0.29718 6.48489 0.95275  0.148
5 C -0.47712 4.71639 -0.38785  -0.057
6 C 0.03068 3.74129 0.49135  0.131
7 C -0.12632 2.38019 0.21955  -0.111
8 C -0.79222 1.95109 -0.93345  -0.164
9 C -1.30412 2.92039 -1.81975  0.067
10 C -1.14772 4.28389 -1.54885  0.079
11 N -0.91642 0.54939 -1.14845  -0.150
12 C -1.49752 -0.02531 -2.15465  -0.094
13 C -1.49392 -1.50701 -2.14835  -0.276
14 C -2.10952 -2.33281 -3.21435  0.051
15 C -2.04672 -3.67151 -3.10565  0.024
16 C -1.36962 -4.28481 -1.93325  0.055
17 C -0.82782 -3.48681 -0.99505  -0.104
18 N -0.91202 -2.07461 -1.14085  -0.161
19 H -1.23132 7.01199 -1.69365  0.122
20 H 0.55278 4.02879 1.39535  0.154
21 H 0.27548 1.65419 0.91525  0.087
22 H -1.82622 2.64769 -2.72375  0.124
23 H -1.55922 4.98139 -2.26155  0.135
24 H -1.96432 0.51709 -2.96295  0.142
25 H -2.60042 -1.86911 -4.06425  0.140
26 H -2.48792 -4.30361 -3.86955  0.138
27 H -1.31382 -5.36431 -1.83665  0.142
28 H -0.32882 -3.91281 -0.13115  0.133
29 N -0.95242 0.57559 1.55155  -0.262
30 C -2.10562 0.55959 2.39855  -0.211
31 C -2.12932 -0.76641 3.21345  -0.150
32 C -2.10562 -2.09241 2.39855  -0.227
33 N -0.95242 -2.10841 1.55155  -0.236
34 H -0.03142 1.09659 1.88025  0.111
35 H -0.77182 1.69439 0.46925  0.024
36 H -3.01272 0.61969 1.78855  0.132
37 H -2.10082 1.41749 3.07805  0.141
38 H -3.03312 -0.76641 3.83525  0.135
39 H -1.27702 -0.76641 3.90685  0.096
40 H -3.01272 -2.15251 1.78855  0.129
41 H -2.10082 -2.95031 3.07805  0.139
42 H -0.77182 -3.22721 0.46925  0.211
43 H -0.03142 -2.62941 1.88025  0.136
44 Br 5.15398 -0.76641 4.17935  0.924
45 C 3.61108 -0.76641 3.08515  -0.615
46 C 2.35608 -0.76641 3.67145  -0.033
47 C 1.26758 -0.76641 2.82675  -0.090
48 N 1.36688 -0.76641 1.48095  -0.131
49 C 2.60168 -0.76641 0.91125  -0.158
50 C 3.74978 -0.76641 1.69915  -0.004
51 C 2.60188 -0.76641 -0.57055  -0.156
52 C 3.75008 -0.76641 -1.35825  -0.004
53 C 3.61168 -0.76641 -2.74425  -0.617
54 Br 5.15478 -0.76641 -3.83815  0.917
55 C 2.35688 -0.76641 -3.33075  -0.033
56 C 1.26808 -0.76641 -2.48635  -0.059
57 N 1.36718 -0.76641 -1.14045  -0.077
58 H 2.22108 -0.76641 4.74625  0.137
59 H 0.25238 -0.76641 3.21335  0.085
60 H 4.74058 -0.76641 1.26295  0.125
61 H 4.74078 -0.76641 -0.92185  0.124
62 H 2.22198 -0.76641 -4.40565  0.134
63 H 0.25308 -0.76641 -2.87305  0.093
64 H -1.87942 -0.76641 0.17035  0.149